1.
A cluster of 8 separate species, C44H87Cl2F2O11P2 in total at a distorted geometry, computed with ωB97M-V with the def2-TZVPD basis set.

Output
Kohn-Sham gap: 6.12 eV

ORCA input file:
```
! wB97M-V def2-TZVPD RIJCOSX def2/J DEFGRID3
* xyz -1 1
Cl -2.542 -4.027 0.756
Cl 4.206 -1.237 0.186
P -2.370 -1.998 0.123
P -0.600 -1.309 1.386
F 1.276 1.512 -1.789
F -0.891 -1.277 -2.433
O 1.821 -3.605 -9.769
O 0.276 -0.511 0.084
O 4.691 -1.736 -5.850
O -3.071 -1.196 4.885
O 3.423 1.120 -2.027
O -6.051 3.786 4.371
O -2.754 7.181 -1.845
O 3.928 -5.342 3.154
O -3.700 -1.420 0.949
O -2.594 4.614 0.907
O 0.207 -2.778 0.852
C -1.276 7.279 -3.685
C -1.425 7.023 -1.338
C 2.517 -0.825 0.724
C -2.113 5.275 2.074
C -0.570 6.588 -2.519
C -1.286 1.533 1.062
C -1.815 -3.394 -3.000
C -2.032 1.452 -0.270
C 4.777 -4.214 2.921
C -0.958 0.652 3.362
C 2.396 0.604 1.253
C -0.541 -2.601 -2.679
C 5.706 -0.903 -6.410
C 1.922 -0.756 -1.725
C -3.370 -3.266 5.975
C 1.394 -3.072 -8.510
C 0.983 -2.686 -0.312
C -2.737 7.156 -3.272
C 4.266 -1.199 -4.590
C 4.693 -6.429 3.665
C 2.854 -1.498 -9.495
C -1.459 0.303 1.957
C 5.275 -0.127 -4.214
C -4.404 5.797 1.845
C -2.972 -0.958 6.284
C 6.100 -4.531 3.606
C -5.973 4.038 5.773
C -3.649 -2.140 6.969
C 2.170 -3.656 -0.026
C 6.157 -6.052 3.475
C -3.490 -2.539 4.642
C 2.845 -2.778 -10.320
C 2.418 -2.011 -8.125
C -6.092 1.696 5.470
C 3.725 1.239 1.697
C -6.309 2.398 4.138
C 1.725 -5.074 0.323
C -6.498 2.784 6.463
C 2.334 0.678 -1.845
C 5.708 0.379 -5.589
C 1.426 -1.189 -0.349
C 0.362 -3.290 -1.616
C -3.102 6.397 2.371
C -3.926 5.042 0.612
H -1.439 6.291 -0.531
H -2.866 -2.967 3.858
H 0.026 -2.584 -3.613
H 2.342 -1.501 1.551
H 3.262 -0.775 -4.714
H -3.360 7.968 -3.650
H -3.899 5.681 -0.275
H 3.803 -3.305 -10.240
H -0.724 -0.241 3.937
H -1.097 5.631 1.892
H -2.353 -3.640 6.108
H -1.697 2.275 -0.901
H 2.118 -0.791 -9.888
H -6.553 4.932 6.008
H -1.286 -2.017 2.484
H -0.619 5.504 -2.639
H -0.138 1.370 3.348
H 1.127 -5.079 1.225
H -3.132 6.657 3.429
H 1.211 -3.676 -2.175
H -2.082 4.551 2.897
H -0.177 -4.171 -1.282
H 1.173 -0.876 -2.495
H -2.624 -2.682 -3.134
H 4.349 1.517 0.856
H 6.943 -4.018 3.146
H -0.246 1.816 0.918
H 3.826 -1.007 -9.490
H -2.530 0.156 2.058
H -1.087 7.987 -0.937
H -5.643 2.037 3.354
H -1.850 0.519 -0.792
H 6.668 -1.424 -6.335
H -7.343 2.288 3.794
H 2.626 -5.650 0.539
H -2.845 7.296 1.804
H 2.633 -2.605 -11.376
H 6.676 0.878 -5.590
H -4.926 4.224 6.039
H 6.492 -6.329 2.473
H 4.258 0.615 2.409
H 6.814 -6.533 4.200
H -4.542 4.168 0.392
H -4.056 -4.108 6.059
H -3.260 -2.327 7.969
H -3.832 -1.964 1.739
H -5.037 1.445 5.595
H 1.227 -5.577 -0.502
H 4.453 -6.561 4.727
H 6.125 -0.577 -3.696
H -6.082 2.648 7.460
H 4.414 -7.341 3.134
H 1.750 0.616 2.121
H 0.396 -2.639 -8.636
H -3.163 6.205 -3.611
H 5.487 -0.735 -7.467
H -3.443 0.000 6.518
H -4.815 5.098 2.577
H 2.862 -3.692 -0.869
H 0.476 6.870 -2.408
H 3.474 2.162 2.222
H -7.586 2.828 6.549
H -4.531 -2.524 4.292
H 6.060 -4.247 4.660
H -4.726 -1.966 7.048
H 2.771 -1.361 -2.021
H -3.093 1.621 -0.099
H 1.973 1.274 0.512
H 4.908 -4.089 1.842
H 2.003 -1.240 -7.478
H 0.436 -1.052 2.351
H 2.743 -3.306 0.824
H 4.855 0.641 -3.572
H 4.964 1.078 -5.980
H -5.168 6.539 1.617
H 1.329 -3.883 -7.784
H -1.912 -0.896 6.556
H -1.781 1.140 3.892
H 4.295 -3.318 3.313
H -2.109 -4.055 -2.194
H -1.750 2.367 1.596
H -0.983 8.331 -3.733
H -1.700 -3.929 -3.940
H 3.261 -2.464 -7.607
H 4.211 -2.009 -3.861
H -1.073 6.824 -4.653
H -6.672 0.778 5.561
*
```

Atomic partial charges in e from the Mulliken method, atoms 1 to 5:
1 Cl -0.3622
2 Cl -0.2158
3 P 0.1244
4 P 0.4365
5 F -0.2039

---

2.
A cluster of 9 separate species, C44H87Cl2IN2O15P2SSi in total at a distorted geometry, computed with ωB97M-V with the def2-TZVPD basis set.

Output
Kohn-Sham gap: 7.49 eV
structure (SMILES): CCP(CC)[C@](CC)(O[C@@H]([C@](CCCCS(=O)(=O)Cl)(CC(=O)I)O[C@@H](Cl)N=C=O)[Si](C)(C)C)P(N)O.CC(C)=O.CC(C)=O.CC(C)=O.CC(C)=O.CC(C)=O.CC(C)=O.CC(C)=O.CC(C)=O

ORCA input file:
```
! wB97M-V def2-TZVPD RIJCOSX def2/J DEFGRID3
* xyz 0 1
I -1.930 -2.652 3.831
Cl 6.736 -2.097 2.346
Cl -1.645 2.618 1.406
S 5.660 -2.945 3.869
P -0.843 -1.670 -1.004
P 0.812 0.212 -2.833
Si 1.966 2.377 0.117
O 1.476 -0.329 -0.229
O -7.121 -3.781 -3.720
O 5.450 -4.306 3.492
O 6.322 -2.653 5.097
O 0.304 -5.144 1.378
O -3.649 2.583 4.300
O 12.271 -4.001 4.577
O -0.114 -0.767 -3.807
O -0.058 -0.539 4.652
O -5.670 -0.022 -1.024
O 5.203 4.486 -0.127
O 3.351 7.446 -2.697
O -5.609 1.114 8.479
O 0.560 1.715 2.720
O -6.906 -0.166 -7.091
N -1.367 2.002 4.002
N 2.359 0.028 -3.525
C 4.120 -2.074 3.744
C -5.276 2.269 8.363
C -2.243 -0.489 -1.043
C -6.776 -2.125 -1.080
C 1.695 -2.194 -1.689
C 11.228 -4.120 3.979
C 5.464 6.785 -0.624
C 0.862 0.795 0.439
C -0.216 -6.219 3.438
C -8.816 -4.541 -5.204
C -7.941 -3.491 -4.562
C 3.173 -2.064 -1.333
C -7.179 2.141 -6.589
C -6.348 -0.832 -0.433
C -5.464 1.287 -8.302
C 1.273 8.177 -3.595
C -6.797 -0.591 0.989
C -0.505 -0.447 2.263
C -0.605 -0.918 3.681
C 5.971 5.395 -0.356
C 2.055 -1.694 2.369
C -2.525 0.460 -2.217
C -5.822 3.345 9.272
C -8.138 -2.069 -5.020
C 7.463 5.176 -0.397
C -2.544 -3.039 -2.866
C -4.295 2.711 7.303
C 9.953 -3.471 4.459
C 3.091 2.105 -1.358
C -6.553 0.970 -7.306
C 1.956 -0.169 2.475
C -2.539 2.327 4.098
C 2.213 5.818 -4.001
C 0.899 -7.444 1.470
C 11.133 -4.929 2.706
C -0.568 2.465 2.862
C -1.191 -3.099 -2.116
C 0.325 -6.163 2.028
C 0.656 0.488 1.958
C 0.843 -0.935 -1.346
C 0.931 3.884 -0.323
C 3.100 2.875 1.527
C 3.512 -2.167 2.344
C 2.379 7.177 -3.364
H -5.853 1.936 -9.088
H 3.855 2.131 1.770
H 5.873 7.487 0.106
H 7.852 5.441 -1.381
H 2.477 -0.867 -3.990
H -5.097 0.365 -8.746
H -6.399 -2.973 -0.506
H 1.511 9.107 -3.086
H 0.330 7.786 -3.211
H -2.207 0.120 -0.148
H -0.409 -3.246 -2.851
H 0.580 -6.509 4.127
H -3.287 -3.656 -2.370
H -1.477 -0.021 2.026
H -6.418 -1.381 1.639
H -2.410 -3.455 -3.862
H 1.308 -3.045 -1.127
H -2.916 -2.031 -2.993
H 1.159 8.369 -4.663
H -4.640 1.801 -7.805
H 3.553 -3.191 1.984
H 10.417 -5.743 2.833
H 12.109 -5.343 2.465
H -6.422 0.369 1.335
H 10.145 -2.921 5.377
H -0.089 1.002 -0.052
H 4.382 6.792 -0.564
H 7.686 4.131 -0.191
H 10.795 -4.296 1.884
H -0.452 -1.347 1.655
H -1.207 -3.971 -1.470
H -8.651 -4.555 -6.282
H -3.980 1.849 6.725
H 3.691 -2.951 -1.699
H -7.943 1.783 -5.903
H -9.165 -1.756 -4.820
H 3.459 -2.525 4.480
H -8.577 -5.518 -4.791
H -6.388 -2.182 -2.091
H -3.423 3.171 7.773
H -7.452 -1.415 -4.487
H 2.574 2.315 -2.291
H -7.633 2.823 -7.310
H -7.865 -2.186 -1.113
H 4.303 -1.032 3.996
H -3.481 0.944 -2.019
H 1.254 -7.274 0.457
H -4.761 3.439 6.639
H 1.577 -2.174 3.225
H 9.193 -4.230 4.650
H 2.566 3.181 2.422
H 3.070 5.193 -3.756
H 1.609 -2.408 -2.751
H 2.823 0.275 1.991
H -7.946 -1.984 -6.087
H 7.953 5.803 0.350
H -2.575 -0.043 -3.176
H -0.705 -0.196 -4.310
H 0.537 4.403 0.547
H -1.786 1.260 -2.238
H -5.006 3.829 9.812
H -7.887 -0.593 1.042
H -9.867 -4.318 -5.017
H 1.304 5.340 -3.631
H -1.021 -6.953 3.505
H 2.528 0.758 -4.205
H 0.080 3.607 -0.946
H 2.136 5.919 -5.085
H 5.759 7.105 -1.623
H 3.879 2.849 -1.243
H 3.329 -2.024 -0.263
H 3.539 1.116 -1.369
H 9.574 -2.783 3.702
H 1.566 -2.091 1.486
H -0.595 -5.237 3.714
H 2.025 0.098 3.527
H -6.419 2.686 -6.027
H -0.249 3.479 3.072
H 3.644 3.753 1.174
H 1.730 -7.783 2.091
H -3.125 -1.119 -0.915
H -6.513 2.903 9.986
H 0.135 -8.223 1.459
H 3.635 -1.202 -1.800
H -6.345 4.102 8.685
H 4.074 -1.521 1.676
H 1.550 4.576 -0.894
*
```

Atomic partial charges in e from the Mulliken method, atoms 1 to 5:
1 I -0.0427
2 Cl -0.2352
3 Cl -0.1316
4 S 1.1288
5 P 0.5204

---

3.
A structure of composition C44H92N3O47S11 at a distorted geometry, computed with ωB97M-V with the def2-TZVPD basis set.

Output
Kohn-Sham gap: 5.33 eV

ORCA input file:
```
! wB97M-V def2-TZVPD RIJCOSX def2/J DEFGRID3
* xyz -1 1
S 3.173 1.188 -5.981
S -0.158 -5.333 2.167
S -0.963 -5.176 -3.010
S 5.500 0.904 -0.901
S 3.720 -3.182 -2.282
S -1.354 3.774 4.887
S -2.989 -0.569 -5.395
S -0.469 4.371 -7.041
S 3.906 5.994 2.523
S -6.661 -2.074 -1.263
S -7.440 2.496 -3.501
O -7.851 -1.746 -0.516
O -0.258 2.907 -6.425
O 3.862 4.938 3.775
O -7.297 1.379 -4.445
O 4.588 1.333 -5.280
O 0.224 3.899 4.450
O 2.740 6.841 2.670
O -1.719 -0.364 -1.544
O -2.292 -1.656 -4.401
O 3.128 2.105 -7.135
O -2.363 -5.769 -2.546
O 0.604 5.206 -6.551
O -6.225 -0.719 -1.987
O -1.867 4.666 -6.264
O -0.753 4.222 -8.482
O 0.701 -4.750 0.956
O 4.653 2.097 -1.102
O -1.487 -4.695 2.113
O 5.992 0.356 -2.137
O 0.588 -5.392 3.399
O -2.072 3.028 3.897
O -7.831 1.957 -1.986
O 5.206 6.586 2.381
O 3.714 4.876 1.369
O -1.594 -0.246 -6.118
O 3.365 -2.888 -3.877
O 0.182 -6.087 -2.738
O -6.036 2.978 -3.074
O -0.249 -6.792 1.456
O -7.149 -2.867 -2.665
O -3.419 0.658 -4.739
O -1.352 3.327 6.253
O 3.257 -2.010 -1.557
O 6.687 1.096 0.140
O -1.689 5.310 4.655
O 4.719 -0.021 -0.025
O -1.159 -4.716 -4.368
O 2.988 -0.256 -6.115
O -8.339 3.577 -3.838
O -5.916 -1.922 2.466
O 4.170 0.094 3.252
O -1.007 -3.989 -1.949
O 2.277 1.772 -4.711
O 5.302 -3.178 -2.556
O -3.904 -1.311 -6.143
O 3.294 -4.472 -1.827
O -5.470 -2.726 -0.889
N -3.210 -1.664 1.605
N -1.353 0.248 -0.404
N 3.998 -0.581 4.559
C 1.022 -7.063 0.675
C 5.140 -2.718 3.754
C 3.563 1.371 5.900
C 2.345 -0.847 6.442
C -0.510 6.152 4.479
C 2.867 0.065 5.318
C 5.439 -0.860 0.865
C -0.018 2.360 1.258
C -6.517 -2.214 -3.746
C -2.295 -1.602 3.859
C 0.537 5.190 3.859
C 5.699 -2.444 -3.750
C -1.475 2.551 -1.486
C -7.175 -1.418 2.880
C 4.364 -1.929 -4.341
C 6.487 0.247 1.480
C 4.561 2.552 -4.345
C 3.668 3.541 1.937
C 1.569 0.403 4.430
C 0.937 0.680 -1.374
C 3.480 -1.628 7.121
C -5.566 -1.057 -3.268
C 1.756 -5.763 0.737
C -0.801 -1.511 -4.266
C 0.487 0.919 1.095
C 4.225 -2.450 6.055
C -0.386 -0.894 -5.629
C -2.056 3.721 -5.169
C -6.094 3.576 -1.766
C -2.337 -3.751 -1.400
C -3.520 -1.976 3.016
C 2.653 -2.753 3.977
C 3.945 -2.045 4.551
C -2.045 1.662 -0.365
C -6.867 2.605 -1.002
C -3.520 1.485 -0.502
C 3.062 2.914 -4.286
C -0.734 3.065 -5.020
C -4.880 -1.378 3.372
C -1.579 2.338 1.023
C 0.347 -1.454 -0.125
C 0.173 0.095 -0.157
C 4.142 3.624 3.308
C -3.242 -4.574 -2.334
H 1.090 1.267 4.933
H 5.978 -1.637 0.403
H 0.560 5.020 2.794
H -0.870 6.878 3.760
H -1.490 1.924 -2.407
H -0.192 6.521 5.469
H -5.903 -3.017 -4.140
H -7.434 2.920 -0.120
H -2.487 -2.651 -1.547
H 1.578 0.832 1.141
H -4.048 -1.521 1.086
H -0.078 3.728 -4.421
H -2.460 -1.705 4.923
H 2.700 -3.847 3.967
H -1.890 -0.327 0.218
H -0.463 -2.505 -4.038
H 0.488 3.029 0.565
H -5.675 -0.120 -3.789
H 7.515 0.044 1.734
H -7.891 -1.917 2.213
H -4.497 -1.295 -3.028
H -4.851 -0.289 3.368
H 2.617 3.225 1.881
H 1.389 -7.789 1.341
H 0.213 -0.017 -5.413
H 1.907 0.184 -1.311
H -2.211 3.298 -1.865
H 2.743 2.957 -3.250
H 5.312 -2.377 6.152
H 4.729 -1.178 1.638
H 6.023 -2.059 3.622
H 4.966 2.137 -3.450
H 4.325 2.966 1.299
H 0.474 0.486 -2.340
H 4.170 -0.991 7.723
H -2.417 4.234 -4.284
H 0.030 2.701 2.284
H -3.906 1.154 -1.504
H -2.093 -0.553 3.668
H 2.527 -2.488 2.941
H -1.458 -2.262 3.652
H 5.210 3.343 -4.734
H 4.354 -1.861 -5.397
H 3.130 -2.344 7.854
H -0.855 2.115 -4.537
H 4.145 -0.904 -3.981
H -2.778 2.951 -5.473
H 3.722 1.211 6.977
H -2.110 3.270 1.103
H 1.158 1.761 -1.361
H -2.445 -3.982 -0.333
H 3.875 -3.453 6.195
H -7.324 -1.923 -4.475
H 1.653 -1.544 6.023
H 2.978 2.305 5.835
H -3.376 -4.084 -3.290
H -0.722 -0.794 -3.428
H 5.341 -3.711 4.130
H 2.043 0.784 3.501
H 6.170 -3.203 -4.380
H 0.834 -0.429 4.372
H -0.507 2.989 -1.352
H 6.157 1.067 2.144
H 1.547 5.439 4.170
H 3.539 2.965 3.911
H 1.278 -1.735 0.363
H -6.448 4.590 -1.898
H -5.048 3.728 -1.387
H -0.446 -2.017 0.439
H 5.200 3.401 3.408
H -1.917 1.671 1.816
H -3.569 -3.042 3.105
H 6.263 -1.558 -3.461
H -7.147 -0.365 2.661
H -4.080 -5.030 -1.790
H 2.211 -5.435 -0.166
H 4.759 -2.910 2.726
H -5.178 -1.623 4.405
H -2.748 -2.468 1.183
H -6.215 1.796 -0.639
H -7.366 -1.575 3.968
H 1.684 -2.607 4.515
H 0.058 -1.465 -6.446
H 2.419 -5.694 1.597
H 0.225 -1.785 -1.145
H -3.979 0.750 0.144
H 4.485 1.562 5.357
H 1.792 -0.224 7.193
H 0.736 -7.417 -0.299
H 2.777 3.837 -4.875
H 0.039 0.430 1.918
H -4.038 2.434 -0.299
*
```

Atomic partial charges in e from the Mulliken method, atoms 1 to 5:
1 S 1.1683
2 S 1.0046
3 S 1.2003
4 S 1.4510
5 S 0.7315

---

Number 1: electronic energy -118618.64912 eV. Number 2: electronic energy -151167.92984 eV. Number 3: electronic energy -266994.82079 eV.